(a)
Entry from the OMol25 dataset: an isolated ion of composition C5H9N2O and charge +1 (the ωB97M-V functional and the def2-TZVPD basis).

Geometry as ORCA input:
```
! RIJCOSX wB97M-V def2-TZVPD def2/J DEFGRID3
* xyz 1 1
C 0.307 1.694 1.029
C 1.202 -0.842 1.189
C 0.296 -1.019 0.270
C 0.020 -2.290 -0.446
C -0.939 2.152 -1.033
N -0.281 0.014 -0.423
N -0.293 1.387 -0.024
O 1.948 -1.067 2.172
H 0.495 2.732 1.281
H -0.919 -2.690 -0.252
H 0.116 -2.281 -1.517
H 0.839 -2.968 -0.023
H -0.342 2.338 -1.883
H -1.751 1.555 -1.514
H -1.509 3.008 -0.700
H -0.752 -0.342 -1.237
H 1.560 -1.381 3.111
*
```

- Gap between HOMO and LUMO (spin up / spin down): 8.88 / 8.88 eV

***

(b)
Entry from the OMol25 dataset: C5H9N2O as an isolated structure (the ωB97M-V functional and the def2-TZVPD basis).

Geometry as ORCA input:
```
! RIJCOSX wB97M-V def2-TZVPD def2/J DEFGRID3
* xyz 1 1
C 2.471 0.856 -1.204
C 1.502 -0.127 -1.354
C 1.827 1.960 -0.644
C 0.413 0.331 -0.705
C -0.975 -0.063 -0.566
N -1.204 -1.337 -0.202
N -1.905 0.849 -0.706
O 0.565 1.570 -0.262
H 3.458 0.775 -1.514
H 1.562 -1.074 -1.773
H 2.128 2.949 -0.411
H -1.621 1.038 1.940
H -2.147 -1.524 -0.098
H -0.558 -2.125 -0.111
H -1.443 1.759 -0.840
H -1.018 1.568 1.889
H -2.925 0.976 -0.308
*
```

- Gap between HOMO and LUMO: 9.22 eV

***

Most stable structure - (b); separation to the second - 4.836 eV.

***

(a)
Entry from the OMol25 dataset: an isolated ion of composition C5H9N2O and charge +1 (the ωB97M-V functional and the def2-TZVPD basis).

Geometry as ORCA input:
```
! RIJCOSX wB97M-V def2-TZVPD def2/J DEFGRID3
* xyz 1 1
C -0.869 -0.219 -1.385
C -0.468 -1.604 0.270
C -0.051 -0.293 0.770
C 1.454 -0.334 1.046
C -0.273 1.942 -0.359
N -0.349 0.512 -0.439
N -0.991 -1.513 -0.990
O -0.333 -2.797 1.013
H -1.208 0.286 -2.323
H -0.529 0.215 1.719
H 2.157 -0.670 0.226
H 1.699 -1.091 1.891
H 1.819 0.553 1.248
H 0.337 2.377 0.534
H 0.009 2.468 -1.320
H -1.225 2.385 -0.216
H -1.179 -2.217 -1.685
*
```

- Gap between HOMO and LUMO: 9.36 eV

***

(b)
Entry from the OMol25 dataset: C5H9N2O as an isolated structure (the ωB97M-V functional and the def2-TZVPD basis).

Geometry as ORCA input:
```
! RIJCOSX wB97M-V def2-TZVPD def2/J DEFGRID3
* xyz 1 1
C -0.887 -1.063 -1.417
C 2.131 0.204 1.490
C 1.297 -0.653 0.649
C 0.486 0.977 0.081
C -1.670 0.847 -0.287
N -1.552 -0.558 -0.473
N 0.676 0.471 1.379
O 0.990 -0.023 -0.624
H -0.872 -2.089 -1.506
H -0.538 -0.490 -2.225
H 2.593 -0.019 2.440
H 2.673 1.062 1.107
H 1.022 -1.791 0.608
H 0.630 1.946 -0.282
H -1.640 1.471 -1.208
H -2.120 1.118 0.567
H -1.858 -1.049 0.327
*
```

- Gap between HOMO and LUMO (spin up / spin down): 8.99 / 9.00 eV

***

(c)
Entry from the OMol25 dataset: a 2-piece molecular cluster, C5H9N2O overall (the ωB97M-V functional and the def2-TZVPD basis).

Geometry as ORCA input:
```
! RIJCOSX wB97M-V def2-TZVPD def2/J DEFGRID3
* xyz 1 1
C 1.820 -0.419 0.086
C 1.170 0.922 -0.268
C -1.438 0.876 -0.938
C -2.256 -0.366 -0.551
C -0.213 -0.995 0.042
N 0.948 -1.401 0.053
N -0.208 0.722 -0.084
O -1.459 -1.286 -0.021
H 2.845 -0.649 0.202
H 1.458 1.863 0.411
H 1.640 1.223 -1.288
H -1.043 0.867 -1.990
H -1.902 1.911 -0.795
H 1.321 -2.033 2.826
H -3.293 -0.564 -0.711
H 0.992 -1.959 2.275
H -0.381 1.287 0.752
*
```

- Gap between HOMO and LUMO (spin up / spin down): 8.12 / 8.07 eV

***

(d)
Entry from the OMol25 dataset: C5H9N2O as an isolated structure (the ωB97M-V functional and the def2-TZVPD basis).

Geometry as ORCA input:
```
! RIJCOSX wB97M-V def2-TZVPD def2/J DEFGRID3
* xyz 1 1
C 1.368 0.355 -1.336
C -1.989 -1.526 0.560
C -1.115 -0.957 -0.408
C -0.035 -0.512 1.134
C 1.109 1.653 0.549
N 0.870 1.425 -0.699
N -1.382 -0.259 0.854
O 0.313 -1.055 -0.037
H 1.129 0.103 -2.303
H 2.176 -0.178 -1.012
H -3.070 -1.542 0.363
H -1.553 -2.510 0.979
H -1.228 -0.528 -1.450
H 0.676 -0.368 2.018
H 2.078 1.567 0.828
H 0.501 2.401 1.181
H 0.154 1.930 -1.221
*
```

- Gap between HOMO and LUMO (spin up / spin down): 7.89 / 7.89 eV

***

Most stable structure - (a); separation to the second - 3.645 eV.

***

(a)
Entry from the OMol25 dataset: an isolated ion of composition C4H8NO and charge +1 (the ωB97M-V functional and the def2-TZVPD basis).

Geometry as ORCA input:
```
! RIJCOSX wB97M-V def2-TZVPD def2/J DEFGRID3
* xyz 1 1
C 1.873 0.127 0.308
C 0.621 0.787 1.241
C 0.011 0.704 -1.266
C -0.090 -1.406 0.205
N 0.461 -0.017 -0.018
O 2.965 -0.002 -0.049
H 0.553 0.131 2.074
H 0.510 1.835 1.405
H 0.423 1.665 -1.316
H 0.320 0.123 -2.143
H -1.104 0.476 -1.313
H -1.124 -1.429 0.461
H -0.022 -2.116 -0.550
H 0.341 -1.925 1.110
*
```

- Gap between HOMO and LUMO: 10.79 eV

***

(b)
Entry from the OMol25 dataset: a 2-piece molecular cluster, C4H8NO overall (the ωB97M-V functional and the def2-TZVPD basis).

Geometry as ORCA input:
```
! RIJCOSX wB97M-V def2-TZVPD def2/J DEFGRID3
* xyz 1 1
C 0.836 -0.400 -0.089
C 1.184 -0.915 -1.279
C 0.817 1.657 1.205
N 1.081 0.969 0.145
H 0.371 -0.947 0.741
H 1.610 -0.302 -2.041
H 1.032 -1.964 -1.504
H 1.070 2.709 1.217
H 0.361 1.164 2.099
H 1.462 1.465 -0.620
O -2.127 -0.024 0.843
C -2.470 -0.854 0.013
H -1.854 -1.071 -0.889
H -3.373 -1.488 0.158
*
```

- Gap between HOMO and LUMO: 8.41 eV

***

Most stable structure - (b); separation to the second - 1.553 eV.

***

(a)
Entry from the OMol25 dataset: an isolated ion of composition C4H8NO and charge +1 (the ωB97M-V functional and the def2-TZVPD basis).

Geometry as ORCA input:
```
! RIJCOSX wB97M-V def2-TZVPD def2/J DEFGRID3
* xyz 1 1
C -0.891 0.031 -0.268
C -2.151 -0.268 -0.167
C 0.070 1.197 -0.115
C 1.211 0.075 0.299
N 0.275 -0.953 -0.098
O 2.439 -0.093 -0.299
H -2.431 -1.301 -0.215
H -2.985 0.492 -0.025
H 0.324 1.749 -0.993
H -0.109 1.912 0.624
H 1.333 -0.065 1.424
H 0.278 -1.805 0.462
H 0.594 -1.291 -1.053
H 2.288 0.147 -1.203
*
```

- Gap between HOMO and LUMO: 11.86 eV

***

(b)
Entry from the OMol25 dataset: an isolated ion of composition C4H8NO and charge +1 (the ωB97M-V functional and the def2-TZVPD basis).

Geometry as ORCA input:
```
! RIJCOSX wB97M-V def2-TZVPD def2/J DEFGRID3
* xyz 1 1
C -3.122 0.610 -0.379
C 0.042 -0.657 -0.224
C -0.989 -0.057 0.741
C 1.464 -0.072 -0.036
N -2.145 0.273 0.096
O 1.463 1.343 -0.128
H 1.012 1.478 -0.986
H -4.010 0.801 -0.978
H 0.058 -1.731 -0.302
H -0.234 -0.222 -1.166
H -1.296 -0.697 1.529
H -0.284 0.913 0.984
H 1.684 -0.231 0.955
H 2.180 -0.373 -0.708
*
```

- Gap between HOMO and LUMO: 10.03 eV

***

(c)
Entry from the OMol25 dataset: an isolated ion of composition C4H8NO and charge +1 (the ωB97M-V functional and the def2-TZVPD basis).

Geometry as ORCA input:
```
! RIJCOSX wB97M-V def2-TZVPD def2/J DEFGRID3
* xyz 1 1
C -0.417 1.929 1.989
C -0.134 1.614 0.730
C 0.325 -0.341 -0.832
C -0.133 -1.698 -1.055
N 0.131 0.288 0.424
O -0.257 -2.088 -2.280
H -0.515 2.901 2.497
H -0.612 1.004 2.626
H 0.271 2.397 0.044
H 1.474 -0.446 -1.116
H 0.052 0.338 -1.733
H -0.132 -2.446 -0.203
H 0.276 -0.372 1.302
H -0.327 -3.082 -2.394
*
```

- Gap between HOMO and LUMO: 5.73 eV

***

(d)
Entry from the OMol25 dataset: an isolated ion of composition C4H8NO and charge +1 (the ωB97M-V functional and the def2-TZVPD basis).

Geometry as ORCA input:
```
! RIJCOSX wB97M-V def2-TZVPD def2/J DEFGRID3
* xyz 1 1
C 0.110 0.160 -0.105
C 0.301 0.860 1.124
C 0.912 -1.945 1.082
C -1.205 1.279 -1.949
N 0.579 -0.638 0.834
O -0.586 0.077 -1.537
H 1.210 1.504 1.380
H -0.374 0.969 1.968
H 1.064 -2.269 0.108
H 0.223 -2.554 1.611
H 1.803 -2.096 1.745
H -0.784 2.250 -1.498
H -2.313 1.120 -1.809
H -0.939 1.284 -2.953
*
```

- Gap between HOMO and LUMO: 10.31 eV

***

Most stable structure - (a); separation to the second - 1.012 eV.